(1)
Entry from the Open Molecules 2025 dataset: a cluster of 2 separate species, C4H9NO2 in total at a distorted geometry (the ωB97M-V functional and the def2-TZVPD basis).

Last column: Löwdin charge in e.
Element x y z (Å)
1 O -0.38 -0.01 -1.78  0.07
2 O -0.53 -1.73 -0.39  0.08
3 N 1.13 -0.17 -0.13  0.17
4 C 2.35 -0.23 -0.32  -0.21
5 C 0.09 -0.75 -0.72  -0.62
6 C -3.72 0.23 0.82  -0.02
7 C 3.32 0.52 0.46  -0.09
8 H 2.80 1.16 1.26  0.12
9 H -3.81 -0.19 1.82  0.04
10 H -1.26 -0.31 -2.14  0.14
11 H 3.96 -0.10 1.04  0.06
12 H 2.90 -0.91 -1.02  0.15
13 H 4.09 1.04 -0.26  0.13
14 H -2.73 0.54 0.41  0.03
15 H -4.09 -0.26 0.02  -0.03
16 H -4.14 1.17 0.92  -0.01

Values from the calculation:
Frontier orbital gap: 10.9 eV
Total charge: 0
SMILES: C/C=N/C(=O)O.C
ΔE to the lowest compared entry with this formula, charge and spin: 50.2 kcal/mol
HOMO energy: -0.372 Ha
Energy: -9877.885 eV

=====

(2)
Entry from the Open Molecules 2025 dataset: a cluster of 2 separate species, C4H9NO2 in total at a distorted geometry (the ωB97M-V functional and the def2-TZVPD basis).

Last column: Löwdin charge in e.
Element x y z (Å)
1 O -2.42 1.02 0.79  0.00
2 O -2.94 -0.60 -1.11  0.01
3 N -3.48 -0.83 0.16  -0.01
4 C 0.84 -0.31 -0.58  -0.24
5 C 1.72 0.02 -1.73  -0.13
6 C -3.28 0.19 1.03  -0.33
7 C 0.62 0.46 0.53  0.00
8 H -4.37 -1.23 0.14  0.12
9 H 2.55 0.73 -1.40  0.08
10 H -3.78 0.25 2.09  0.17
11 H 2.39 -0.81 -2.09  0.07
12 H -0.02 -0.13 1.08  0.03
13 H 1.15 0.40 -2.63  0.08
14 H -2.13 -0.16 -0.92  0.05
15 H 0.25 -1.16 -0.74  0.07
16 H 1.17 1.26 0.86  0.04

Values from the calculation:
2S+1: 3
Frontier orbital gap (spin up / spin down): 6.1 / 8.2 eV
Total charge: 0
ΔE to the lowest compared entry with this formula, charge and spin: 45.6 kcal/mol
HOMO energy (spin up / spin down): -0.191 / -0.365 Ha
Energy: -9871.489 eV

=====

(3)
Entry from the Open Molecules 2025 dataset: the molecule C4H9NO2S at a distorted geometry (the ωB97M-V functional and the def2-TZVPD basis).

Last column: Löwdin charge in e.
Element x y z (Å)
1 S 0.28 2.09 2.03  0.71
2 O 2.00 -0.16 -1.32  -0.04
3 O -0.56 -1.69 -1.31  -0.25
4 N -0.86 -0.97 -0.06  0.11
5 C 0.79 0.56 -1.13  -0.20
6 C -0.30 0.15 -0.07  -0.40
7 C -0.71 1.16 0.82  -0.58
8 C -1.02 -3.01 -1.00  -0.17
9 H 0.14 0.68 -2.11  0.16
10 H -1.87 0.82 1.06  0.16
11 H 1.07 1.54 -0.93  0.07
12 H 1.68 -1.08 -1.20  0.08
13 H -2.20 -3.15 -0.55  0.13
14 H -0.18 -3.57 -0.15  0.14
15 H -0.84 -3.39 -2.09  0.09
16 H -0.97 2.01 0.12  0.09
17 H 0.64 1.17 3.02  -0.11

Values from the calculation:
Frontier orbital gap: 10.2 eV
Total charge: 0
SMILES: CO/N=C(\CO)CS
ΔE to the lowest compared entry with this formula, charge and spin: 132.4 kcal/mol
HOMO energy: -0.354 Ha
Energy: -20709.291 eV

=====

(4)
Entry from the Open Molecules 2025 dataset: the molecule C4H9NO2S at a distorted geometry (the ωB97M-V functional and the def2-TZVPD basis).

Last column: Löwdin charge in e.
Element x y z (Å)
1 S 3.29 0.85 0.12  0.81
2 O -0.42 1.22 -0.56  -0.07
3 O -1.19 -0.76 0.31  -0.14
4 N 0.88 -0.64 -0.50  0.08
5 C 1.67 0.49 0.26  -0.80
6 C 0.64 1.58 0.38  -0.16
7 C -2.43 -1.41 0.12  -0.07
8 C -0.47 -0.18 -0.71  -0.45
9 H 0.89 -1.34 0.26  0.11
10 H -2.25 -2.33 0.68  0.08
11 H 0.28 1.36 1.33  0.09
12 H -1.00 -0.30 -1.61  0.14
13 H 0.91 2.71 0.22  0.16
14 H 3.28 1.11 -1.24  -0.08
15 H 1.63 0.16 1.29  0.08
16 H -3.24 -0.77 0.57  0.11
17 H -2.47 -1.77 -0.93  0.10

Values from the calculation:
Frontier orbital gap: 10.0 eV
Total charge: 0
SMILES: CO[C@@H]1N[C@@H](S)CO1
ΔE to the lowest compared entry with this formula, charge and spin: 78.0 kcal/mol
HOMO energy: -0.339 Ha
Energy: -20711.650 eV

=====

(5)
Entry from the Open Molecules 2025 dataset: a structure of composition C4H9NO2S at a distorted geometry (the ωB97M-V functional and the def2-TZVPD basis).

Last column: Löwdin charge in e.
Element x y z (Å)
1 S 1.54 0.27 -0.30  0.64
2 O 2.15 -0.51 0.81  -0.38
3 O 2.48 0.48 -1.38  -0.37
4 N 1.08 -2.13 -1.31  0.04
5 C -1.95 1.15 0.91  -0.13
6 C 0.25 1.38 -0.13  -0.13
7 C -0.46 1.25 1.15  -0.40
8 C 0.01 -1.30 -1.10  -0.07
9 H -2.14 0.15 0.56  0.05
10 H -0.18 2.12 1.62  0.08
11 H -0.56 -1.21 -1.96  0.08
12 H 1.75 -2.19 -0.60  0.05
13 H -0.50 -1.22 -0.06  0.11
14 H -2.38 1.90 0.20  0.09
15 H 1.52 -1.80 -2.15  0.10
16 H -0.12 0.35 1.84  0.15
17 H -2.49 1.32 1.92  0.10

Values from the calculation:
Frontier orbital gap (spin up / spin down): 7.8 / 7.8 eV
Total charge: 0
ΔE to the lowest compared entry with this formula, charge and spin: 154.6 kcal/mol
HOMO energy (spin up / spin down): -0.328 / -0.328 Ha
Energy: -20708.327 eV

=====

(6)
Entry from the Open Molecules 2025 dataset: the molecule C4H9NO2S at a distorted geometry (the ωB97M-V functional and the def2-TZVPD basis).

Last column: Löwdin charge in e.
Element x y z (Å)
1 S 2.92 1.64 0.28  0.66
2 O -2.61 -0.88 0.97  0.08
3 O -2.64 -2.31 -0.82  0.09
4 N -0.76 -1.14 -0.39  0.08
5 C -2.06 -1.58 -0.07  -0.59
6 C 0.21 1.14 -0.07  -0.29
7 C -0.06 -0.21 0.52  -0.22
8 C 1.52 1.31 -0.89  -0.50
9 H -0.23 -1.82 -0.95  0.15
10 H 0.12 1.91 0.70  0.09
11 H -3.57 -0.77 0.88  0.14
12 H 1.57 2.19 -1.49  0.04
13 H 1.80 0.32 -1.30  0.07
14 H -0.66 0.03 1.40  0.11
15 H -0.63 1.45 -0.78  0.13
16 H 3.43 0.40 0.32  -0.17
17 H 0.78 -0.76 0.97  0.12

Values from the calculation:
Frontier orbital gap: 9.7 eV
Total charge: 0
SMILES: O=C(O)NCCCS
ΔE to the lowest compared entry with this formula, charge and spin: 17.5 kcal/mol
HOMO energy: -0.335 Ha
Energy: -20714.273 eV